(1)
Here is C25H48Cl3N4O3SSiSn as an isolated structure from the Open Molecules 2025 dataset. Energies are from ωB97M-V with the def2-TZVPD basis set.

Element x y z (Å)
C: 2.24288 -1.97145 -5.13215
C: 1.42928 -0.95511 -4.39901
H: 2.59071 -1.66283 -6.12085
H: 1.51093 -2.76066 -5.35157
H: 3.09081 -2.37583 -4.57197
C: 0.41626 -0.32393 -5.06376
C: 0.14442 -0.54666 -6.52452
H: -0.30832 0.28936 -4.55908
H: -0.42001 -1.48447 -6.64811
H: 1.03573 -0.62038 -7.17620
H: -0.52143 0.22976 -6.91373
Sn: -1.16582 -1.08154 2.21608
Cl: 1.11821 -1.85791 2.55888
Cl: -2.09356 -3.22377 1.70654
C: 0.33099 2.14051 1.83090
O: -0.56576 1.62150 2.51394
N: 0.22630 3.40923 1.39543
C: -1.11459 3.95263 1.23686
C: 1.37055 4.30764 1.42872
H: 1.23743 1.62590 1.46941
H: -1.78219 3.56086 2.02519
H: -1.50806 3.65565 0.25493
H: -1.03113 5.03918 1.29898
H: 2.29705 3.70809 1.49649
H: 1.28176 4.97595 2.30684
H: 1.37119 4.91989 0.51438
H: -2.64746 -1.86586 -2.45870
H: -2.79928 0.38816 -3.54566
C: -3.53861 -1.54416 -1.88401
C: -3.51954 0.77644 -2.80950
N: -3.49202 -0.09711 -1.63512
H: -3.58974 -2.11212 -0.94591
C: -3.56995 0.37728 -0.34814
O: -3.59449 -0.34296 0.67014
H: -3.28155 1.81661 -2.53737
H: -3.53009 1.48908 -0.26005
H: -4.41589 -1.75333 -2.50785
H: -4.52352 0.75529 -3.26929
O: 0.84119 -2.03618 -2.33143
C: 1.55058 -0.94038 -2.87291
C: -0.18218 0.90843 -2.31689
C: 1.12860 0.43243 -2.32336
H: -1.03067 0.21258 -2.43487
C: -0.42441 2.28760 -2.15498
H: 2.62565 -1.05095 -2.59775
C: 2.17575 1.29119 -1.96622
H: -1.44378 2.68609 -2.19047
C: 0.65984 3.15119 -1.95857
C: 1.95134 2.65731 -1.82670
H: 3.17354 0.85367 -1.89367
H: 0.49029 4.24221 -1.92314
H: 2.80089 3.31218 -1.60813
Si: 0.93813 -3.65475 -2.27946
Cl: -0.73500 0.08449 0.35195
C: -0.86491 -4.17608 -2.41794
C: 1.17936 -3.89403 -0.44212
C: 2.37311 -4.60231 -2.95071
H: -1.36345 -3.73026 -3.27485
H: -1.37247 -3.80323 -1.52350
H: -1.01082 -5.26017 -2.44818
H: 2.32208 -4.84304 -4.02276
H: 2.53203 -5.51007 -2.37029
H: 3.26328 -3.97287 -2.78635
H: 0.27915 -3.56920 0.10722
H: 2.00265 -3.27435 -0.06018
H: 1.39499 -4.95748 -0.24173
C: 1.43919 2.75871 5.07107
C: 0.19833 2.54355 5.90584
N: -0.86016 1.78053 5.23200
C: -0.69928 0.52887 4.84906
S: -2.11313 -0.39411 4.39406
N: 0.54373 -0.01009 4.93970
C: 0.98360 -0.60118 6.22545
C: -0.06956 -1.46262 6.88302
H: 1.95197 1.80701 4.86157
H: 2.11680 3.43137 5.61095
H: 1.18098 3.22723 4.11454
H: 0.43248 2.00681 6.82724
H: -0.25531 3.49549 6.19601
H: -1.80603 2.13673 5.22391
H: 0.81786 -0.61409 4.14891
H: 1.90610 -1.15120 6.01871
H: 1.27188 0.26205 6.83682
H: -0.59781 -2.07454 6.13942
H: 0.42579 -2.11976 7.60127
H: -0.80366 -0.85377 7.41728

Summary:
- frontier orbital gap (spin up / spin down) (eV) = 3.632 / 3.652
- HOMO (spin up / spin down) (eV) = -1.285 / -1.305
- molecular weight (g/mol) = 737.91
- charge = -1
- energy relative to the best compared isomer or geometry (same formula, charge and spin) (kJ/mol) = 0.00



(2)
Here is C25H48CrN12OS2 as an isolated structure from the Open Molecules 2025 dataset. Energies are from ωB97M-V with the def2-TZVPD basis set.

Element x y z (Å)
Cr: -1.02309 0.05291 0.49107
C: -0.22309 -2.95136 -1.18036
N: -1.20417 -3.54880 -0.30320
C: -1.47260 -4.98105 -0.37286
C: -2.72622 -5.14224 0.48860
N: -3.11064 -3.76696 0.80794
C: -3.84968 -3.56618 2.04775
C: -2.21244 -2.88040 0.29251
N: -2.31750 -1.56459 0.30417
C: -3.66748 -1.00535 0.53446
C: -3.81075 0.29898 -0.22054
N: -2.70262 1.16660 0.19371
C: -2.73398 2.46920 0.14322
N: -1.67913 3.20789 0.62944
C: -0.37164 2.62959 0.77681
C: -1.79453 4.59623 0.19901
C: -3.28708 4.70664 -0.08347
N: -3.66411 3.31832 -0.34548
C: -5.03141 3.03623 -0.75238
H: 0.17840 -3.73215 -1.82431
H: 0.60461 -2.52989 -0.61334
H: -0.67061 -2.18235 -1.81124
H: -0.62620 -5.55627 0.00238
H: -1.65099 -5.27214 -1.41010
H: -2.51536 -5.68641 1.41130
H: -3.52815 -5.66234 -0.03401
H: -3.57213 -4.35625 2.74775
H: -4.92689 -3.60994 1.88728
H: -3.58630 -2.62198 2.50832
H: -3.83311 -0.79404 1.59327
H: -4.43721 -1.70291 0.19896
H: -4.78216 0.71908 0.02966
H: -3.76183 0.12385 -1.29869
H: -0.41633 1.74721 1.43991
H: 0.27294 3.31407 1.32666
H: 0.10624 2.39672 -0.18618
H: -1.19720 4.78002 -0.70013
H: -1.46606 5.27300 0.98565
H: -3.50191 5.32185 -0.95532
H: -3.84041 5.10521 0.77133
H: -5.43193 3.94804 -1.18976
H: -5.66626 2.76043 0.09128
H: -5.06545 2.26214 -1.51366
C: -0.91552 0.81381 6.91021
N: -1.32537 0.53919 5.54214
C: -0.82113 -0.41677 4.76948
N: 0.20903 -1.13427 5.24961
S: -1.45212 -0.73630 3.21491
H: -1.50484 1.64440 7.28578
H: 0.13613 1.10066 6.95428
H: -1.09187 -0.04826 7.55624
H: -2.10863 1.03569 5.15101
H: 0.48668 -1.07835 6.21639
H: 0.46205 -1.96414 4.74120
N: -1.49476 0.81181 -5.25747
C: -0.71097 0.85522 -4.17385
N: 0.49198 1.41295 -4.30869
S: -1.27223 0.22147 -2.69857
H: -1.18839 1.13146 -6.16083
H: -2.38685 0.35638 -5.18406
H: 0.79566 1.80866 -5.18296
H: 1.11570 1.48903 -3.51383
C: 6.07706 1.76757 -3.50945
C: 5.40489 0.40983 -3.62190
N: 4.85662 -0.05374 -2.33776
C: 5.56678 -1.14860 -1.67271
C: 6.94723 -0.75011 -1.17881
C: 3.65981 0.42413 -1.97545
O: 2.98971 1.17733 -2.68213
C: 3.08963 0.08375 -0.62046
C: 3.78922 0.17254 0.57373
C: 3.11341 -0.02463 1.76880
C: 1.75781 -0.28649 1.73521
N: 1.06676 -0.35232 0.58446
C: 1.72892 -0.16650 -0.56570
H: 6.42645 2.09081 -4.48957
H: 6.93374 1.73852 -2.83703
H: 5.36953 2.51084 -3.14307
H: 6.10484 -0.35464 -3.95830
H: 4.58791 0.45389 -4.34102
H: 5.64814 -1.96815 -2.39144
H: 4.95535 -1.52202 -0.85462
H: 7.60956 -0.49468 -2.00512
H: 7.40016 -1.58090 -0.63871
H: 6.90120 0.11101 -0.51042
H: 4.84623 0.40589 0.57402
H: 3.62410 0.03393 2.71910
H: 1.17749 -0.44001 2.63603
H: 1.13940 -0.20049 -1.47608

Summary:
- spin multiplicity = 5
- frontier orbital gap (spin up / spin down) (eV) = 8.093 / 8.180
- HOMO (spin up / spin down) (eV) = -12.664 / -12.878
- molecular weight (g/mol) = 648.87
- ⟨S²⟩ = 6.014
- charge = +2



(3)
Here is a 2-piece molecular cluster, C25H48FIN2O2PSSi overall from the Open Molecules 2025 dataset. Energies are from ωB97M-V with the def2-TZVPD basis set.

Element x y z (Å)
C: -2.98538 -0.44020 1.46104
Si: -3.69964 -1.31153 2.98794
C: -5.43729 -1.86814 2.46529
C: -2.61093 -2.74632 3.57018
C: -1.24666 -2.75933 2.84312
C: -0.42803 -4.02243 3.15005
C: 0.96941 -4.09164 2.43706
C: 1.43660 -2.79058 1.78554
C: 2.82928 -2.90723 1.14025
C: 3.18705 -1.74351 0.20287
C: 3.16800 -0.36538 0.91275
C: 2.80260 0.86880 0.03393
P: 4.12256 2.16333 0.50980
N: 4.19227 2.30306 2.20301
O: 5.53364 1.47644 0.04795
C: 3.00762 0.80698 -1.50635
C: 1.88121 1.75570 -2.05479
C: 1.57772 1.79569 -3.56485
C: 1.45881 0.43949 -4.28357
F: 0.11431 0.27451 -4.61750
C: 0.75198 1.43526 -1.07200
I: -0.05107 -0.54259 -1.30368
N: 1.50883 1.59801 0.21428
S: 0.64067 1.49310 1.74939
C: -3.92446 0.05051 4.28125
C: -2.86568 0.91999 4.45556
C: -2.91057 1.97400 5.33254
C: -4.06107 2.16811 6.06992
C: -5.10431 1.30625 5.90979
C: -5.06798 0.25131 5.03325
H: -3.38938 0.57478 1.39219
H: -3.14887 -0.99513 0.53523
H: -1.90514 -0.31545 1.60574
H: -6.00435 -2.29022 3.29417
H: -5.91547 -0.97657 2.04814
H: -5.30356 -2.56676 1.63348
H: -3.12856 -3.67180 3.27866
H: -2.49109 -2.78654 4.65606
H: -0.71065 -1.85138 3.14582
H: -1.39488 -2.73571 1.75848
H: -0.29616 -4.13915 4.22661
H: -1.00107 -4.85712 2.73624
H: 0.99737 -4.90984 1.71285
H: 1.70643 -4.32366 3.21360
H: 1.51841 -2.03593 2.58037
H: 0.75158 -2.39102 1.03211
H: 3.60695 -3.07479 1.89271
H: 2.82075 -3.81068 0.51660
H: 2.55842 -1.78691 -0.68658
H: 4.21358 -1.89809 -0.14850
H: 4.19293 -0.20447 1.26055
H: 2.55858 -0.47563 1.81467
H: 3.75612 3.17480 2.48031
H: 3.80361 1.52314 2.72759
H: 6.21989 2.01561 0.47280
H: 3.08719 -0.17787 -1.96366
H: 3.94542 1.29888 -1.79508
H: 2.30909 2.74824 -1.84758
H: 0.63235 2.33125 -3.67812
H: 2.39503 2.34421 -4.03830
H: 2.06572 0.40960 -5.18945
H: 1.73532 -0.39593 -3.63972
H: -0.12535 2.07928 -1.11955
H: 1.78399 2.59987 0.17057
H: -0.32737 2.40583 1.49883
H: -1.96607 0.78505 3.85182
H: -2.04963 2.62932 5.41495
H: -4.09914 3.01669 6.74283
H: -6.00513 1.49501 6.48838
H: -5.90303 -0.42774 4.90572
C: -1.22742 1.50842 -7.90369
C: -0.13343 2.53471 -8.14291
C: 1.21010 1.85822 -8.35256
O: -0.05840 3.42477 -7.02668
H: -1.01382 0.92289 -7.00462
H: -2.18779 2.00018 -7.74459
H: -1.32301 0.82421 -8.74804
H: -0.37847 3.14252 -9.01421
H: 1.48728 1.28098 -7.46418
H: 1.99575 2.59806 -8.51219
H: 1.18985 1.18489 -9.21024
H: 0.15601 2.89533 -6.25164

Summary:
- frontier orbital gap (eV) = 7.794
- HOMO (eV) = -11.166
- molecular weight (g/mol) = 645.70
- charge = +1



(4)
Here is C25H48OP2Yb as an isolated structure from the Open Molecules 2025 dataset. Energies are from ωB97M-V with the def2-TZVPD basis set.

Element x y z (Å)
Yb: -0.51717 -0.40929 -0.89774
C: -2.47720 1.78487 0.86128
C: -2.93358 0.87941 -0.13607
C: -2.67130 -0.29162 1.82943
C: -2.39828 1.07523 2.09272
C: -2.96556 -0.42538 0.44639
C: -2.17646 3.22504 0.66431
H: -1.86508 3.44466 -0.37235
H: -1.35139 3.54026 1.32637
H: -3.05622 3.84803 0.89296
C: -2.12845 1.63860 3.43137
H: -1.98759 2.72378 3.39384
H: -1.22894 1.19815 3.88881
H: -2.97020 1.40593 4.10601
C: -2.71611 -1.39686 2.81915
H: -3.75267 -1.77420 2.91735
H: -2.36551 -1.05534 3.80019
H: -2.08336 -2.25627 2.53080
C: -3.23304 -1.68393 -0.28545
H: -4.31288 -1.83302 -0.45016
H: -2.86284 -2.55609 0.26859
H: -2.76185 -1.74464 -1.28949
C: -3.35089 1.25426 -1.50905
H: -4.28407 1.84854 -1.51277
H: -3.55498 0.38581 -2.14819
H: -2.61070 1.89408 -2.01292
C: 1.58485 0.53439 -1.74515
C: 0.55979 1.40363 -1.96204
C: -0.10359 1.58511 -3.31606
C: -0.99132 0.44641 -3.92402
C: -1.07429 -0.88294 -3.21153
C: -0.01319 -1.68872 -2.94574
C: 1.37081 -1.44237 -3.49085
C: 2.22246 -0.32346 -2.82140
H: 0.66754 1.83852 -4.07548
H: -0.66871 0.30366 -4.97198
H: -0.72815 2.49757 -3.25577
H: 2.63904 0.31636 -3.62386
H: 2.18092 0.60986 -0.82000
H: 0.31362 2.17344 -1.19923
H: 3.10707 -0.81104 -2.36953
H: 1.91867 -2.39627 -3.40612
H: -0.15048 -2.67222 -2.46475
H: 1.33683 -1.24607 -4.57245
H: -2.02445 0.81677 -4.02975
H: -2.09969 -1.26136 -3.07490
P: 2.01673 2.56196 1.21347
C: 1.67460 3.28835 2.85654
H: 2.52769 3.89371 3.18772
H: 1.48572 2.48130 3.57918
H: 0.76963 3.90937 2.79109
C: 3.59311 1.68534 1.55301
H: 4.24388 2.33507 2.15169
H: 4.08521 1.42968 0.60470
H: 3.40100 0.75288 2.10021
C: 2.65738 3.99696 0.27949
H: 3.08524 3.64323 -0.67144
H: 3.42338 4.52312 0.86928
H: 1.82020 4.67470 0.04986
P: 1.16479 -3.14496 0.31717
C: 0.17263 -4.56181 -0.26082
H: 0.81738 -5.39651 -0.56324
H: -0.42482 -4.23741 -1.11928
H: -0.50516 -4.87690 0.53996
C: 2.72939 -3.40460 -0.59148
H: 2.58646 -3.28383 -1.67250
H: 3.09090 -4.41785 -0.37182
H: 3.46803 -2.66471 -0.25120
C: 1.68723 -3.78751 1.96186
H: 2.06289 -4.81999 1.86085
H: 0.81653 -3.77486 2.63832
H: 2.47943 -3.14363 2.37932
C: 0.74221 -0.43908 2.29541
O: 0.40776 -0.32201 0.93813
H: -0.17196 -0.39971 2.90875
H: 1.41607 0.38627 2.58286
H: 1.24508 -1.40783 2.46814

Summary:
- spin multiplicity = 2
- frontier orbital gap (spin up / spin down) (eV) = 4.726 / 4.672
- HOMO (spin up / spin down) (eV) = -9.032 / -9.033
- molecular weight (g/mol) = 599.65
- ⟨S²⟩ = 0.751
- charge = +1
- energy relative to the best compared isomer or geometry (same formula, charge and spin) (kJ/mol) = 412.97



(5)
Here is C25H49Cl3N5O3SiV as an isolated structure from the Open Molecules 2025 dataset. Energies are from ωB97M-V with the def2-TZVPD basis set.

Element x y z (Å)
C: -3.04871 3.50242 -2.28305
C: -3.26299 2.32108 -1.35512
H: -3.40194 3.21197 -3.29246
H: -1.99113 3.79081 -2.34550
H: -3.63922 4.36660 -1.93725
C: -4.57533 1.85304 -1.18051
C: -5.77037 2.47856 -1.78292
H: -4.75455 1.08720 -0.43734
H: -5.82294 2.41212 -2.87791
H: -5.88129 3.54740 -1.53740
H: -6.66324 1.96028 -1.41371
V: 2.44204 0.03006 0.23187
Cl: 3.54783 1.92510 0.63081
Cl: 3.08992 -1.52127 -1.23410
H: 6.65298 -2.98794 0.74213
H: 8.12065 0.08142 -0.57482
C: 6.42170 -2.55655 -0.23478
C: 7.23264 -0.33856 -1.07622
N: 6.43364 -1.11135 -0.13939
H: 5.44381 -2.91946 -0.56342
C: 5.64401 -0.48290 0.75681
O: 4.74961 -1.04755 1.41474
H: 6.63536 0.50119 -1.46872
H: 5.84594 0.60511 0.86043
H: 7.18648 -2.83905 -0.95480
H: 7.55328 -0.99973 -1.89132
H: -1.87555 -0.60401 -3.50305
H: -4.53089 -1.01470 -1.92142
C: -1.96423 -1.68750 -3.34238
C: -4.09203 -2.00233 -2.12968
N: -2.63913 -1.94819 -2.09174
H: -0.97943 -2.15490 -3.32559
C: -1.93741 -2.17761 -0.95620
O: -0.69385 -2.16763 -0.87915
H: -4.45429 -2.72156 -1.38289
H: -2.59101 -2.40338 -0.09010
H: -2.57326 -2.09489 -4.15398
H: -4.40340 -2.31621 -3.13452
O: -2.06548 1.37310 -1.46730
C: -2.21935 2.05210 -0.23532
C: -3.21323 0.02908 0.91217
C: -2.55640 1.26738 0.97521
H: -3.40885 -0.42363 -0.07478
C: -3.67385 -0.60122 2.07498
H: -1.48780 2.85829 -0.07725
C: -2.31075 1.82429 2.25271
H: -4.25393 -1.52093 1.98407
C: -3.43576 -0.02193 3.33191
C: -2.74307 1.18755 3.40841
H: -1.81331 2.79405 2.29790
H: -3.82197 -0.51536 4.22544
H: -2.57346 1.67534 4.36953
Si: 1.06323 1.30618 -2.89283
Cl: 0.55608 0.84293 -0.58342
C: 0.93650 -0.21622 -3.96088
C: 2.93082 1.62956 -2.84573
C: 0.11843 2.80038 -3.38593
H: -0.09011 -0.50702 -4.19533
H: 1.45693 -1.07373 -3.50888
H: 1.43097 0.00847 -4.92236
H: -0.86910 2.52160 -3.77224
H: 0.65861 3.32643 -4.18645
H: 0.01216 3.49190 -2.54309
H: 3.23452 2.41709 -2.14693
H: 3.23857 1.93126 -3.86122
H: 3.49289 0.71788 -2.59148
C: -0.70610 -2.90870 2.32067
N: 0.16117 -2.10122 3.16543
C: 0.31734 -2.56735 4.53869
C: 0.99200 -1.13084 2.67824
N: 1.39560 -1.14483 1.40465
N: 1.41541 -0.15922 3.53497
C: 0.50742 0.42232 4.51983
C: 2.72961 0.47323 3.47485
H: -0.94816 -3.82096 2.86818
H: -0.24797 -3.19040 1.37003
H: -1.64540 -2.38401 2.10673
H: 1.26533 -2.19119 4.93615
H: -0.51571 -2.23026 5.17043
H: 0.33512 -3.66366 4.55387
H: 0.85332 -1.82198 0.86823
H: 0.89612 0.27378 5.53836
H: 0.39090 1.50543 4.35022
H: -0.47999 -0.03835 4.42836
H: 3.41696 -0.06986 2.80768
H: 2.64976 1.52333 3.14925
H: 3.17027 0.47280 4.48895

Summary:
- spin multiplicity = 3
- frontier orbital gap (spin up / spin down) (eV) = 3.016 / 3.853
- HOMO (spin up / spin down) (eV) = -3.816 / -3.837
- molecular weight (g/mol) = 653.09
- ⟨S²⟩ = 2.015
- charge = 0
- energy relative to the best compared isomer or geometry (same formula, charge and spin) (kJ/mol) = 603.84